Here is a 3-piece molecular cluster, C38H85N3O5PSi overall in a non-equilibrium geometry from OMol25. Energies are from the ωB97M-V functional and the def2-TZVPD basis.

Bonds (Å) are listed after each position.
Element x y z (Å)
1 C -4.5770 -3.0367 3.0962  C2 1.535, H35 1.086, H36 1.084, H37 1.090
2 C -3.6263 -2.8700 1.9022  C1 1.535, O3 1.432, H38 1.091, H39 1.089
3 O -3.0818 -4.1375 1.5190  C2 1.432, P4 1.605
4 P -1.5080 -4.3117 1.2547  O3 1.605, O5 1.469, C6 1.816, O32 1.601
5 O -1.1566 -5.7293 1.4124  P4 1.469
6 C -1.0943 -3.7521 -0.4224  P4 1.816, C7 1.553, H40 1.091, H41 1.083
7 C -0.0590 -2.5973 -0.5089  C6 1.553, C8 1.540, H42 1.088, H43 1.089
8 C -0.6919 -1.3000 -1.0444  C7 1.540, C9 1.532, C31 1.533, H44 1.089
9 C 0.3893 -0.2933 -1.4505  C8 1.532, C10 1.533, H45 1.084, H46 1.097
10 C 0.9920 0.4503 -0.2526  C9 1.533, C11 1.531, C18 1.555, H47 1.093
11 C 1.9661 1.5615 -0.6548  C10 1.531, C12 1.527, H48 1.090, H49 1.094
12 C 3.1240 1.0778 -1.5240  C11 1.527, O13 1.418, H50 1.092, H51 1.089
13 O 3.6500 2.1680 -2.2625  C12 1.418, Si14 1.685
14 Si 4.9397 3.0585 -1.6443  O13 1.685, C15 1.883, C16 1.872, C17 1.875
15 C 4.4743 4.8690 -1.8682  Si14 1.883, H52 1.091, H53 1.089, H54 1.084
16 C 6.4489 2.7217 -2.6998  Si14 1.872, H55 1.090, H56 1.089, H57 1.086
17 C 5.2406 2.8121 0.1901  Si14 1.875, H58 1.089, H59 1.088, H60 1.092
18 C -0.0709 1.0008 0.7403  C10 1.555, O19 1.380, N20 1.509, H61 1.086
19 O 0.1383 0.5299 2.0205  C18 1.380, H62 0.961
20 N -1.4721 0.7087 0.2615  C18 1.509, C21 1.531, C31 1.487, H63 1.019
21 C -2.6227 1.1904 1.1488  N20 1.531, C22 1.515, H64 1.084, H65 1.090
22 C -2.3281 2.2902 2.1485  C21 1.515, C23 1.557, H66 1.090, H67 1.088
23 C -2.0910 1.8872 3.6337  C22 1.557, C24 1.530, C25 1.540, H68 1.089
24 C -2.1851 0.3945 3.9579  C23 1.530, H69 1.086, H70 1.094, H71 1.088
25 C -3.1181 2.6392 4.5005  C23 1.540, C26 1.535, H72 1.096, H73 1.090
26 C -3.0090 2.3832 6.0103  C25 1.535, C27 1.502, H74 1.086, H75 1.093
27 C -1.6024 2.3540 6.5361  C26 1.502, C28 1.344, H76 1.086
28 C -1.0101 1.3703 7.2346  C27 1.344, C29 1.500, C30 1.508
29 C -1.6368 0.0596 7.6082  C28 1.500, H77 1.095, H78 1.083, H79 1.088
30 C 0.4185 1.5268 7.6909  C28 1.508, H80 1.093, H81 1.089, H82 1.085
31 C -1.6191 -0.7551 0.0487  C8 1.533, N20 1.487, H83 1.086, H84 1.086
32 O -0.6902 -3.3499 2.2400  P4 1.601, C33 1.449
33 C -0.9259 -3.5513 3.6555  O32 1.449, C34 1.509, H85 1.089, H86 1.089
34 C 0.0706 -4.5129 4.2562  C33 1.509, H87 1.088, H88 1.090, H89 1.085
35 H -4.6513 -4.0927 3.3378  C1 1.086
36 H -5.5467 -2.5892 2.9093  C1 1.084
37 H -4.1652 -2.5398 3.9745  C1 1.090
38 H -4.1957 -2.4474 1.0727  C2 1.091
39 H -2.8573 -2.1491 2.1769  C2 1.089
40 H -2.0168 -3.4488 -0.9188  C6 1.091
41 H -0.7034 -4.6101 -0.9559  C6 1.083
42 H 0.3949 -2.3903 0.4583  C7 1.088
43 H 0.7405 -2.8668 -1.1968  C7 1.089
44 H -1.2851 -1.5502 -1.9222  C8 1.089
45 H 1.1439 -0.8328 -2.0103  C9 1.084
46 H -0.0299 0.4559 -2.1330  C9 1.097
47 H 1.5953 -0.2713 0.3041  C10 1.093
48 H 1.4710 2.4010 -1.1432  C11 1.090
49 H 2.4064 1.9409 0.2723  C11 1.094
50 H 3.8767 0.5679 -0.9196  C12 1.092
51 H 2.7804 0.3538 -2.2611  C12 1.089
52 H 3.4127 4.9602 -1.6317  C15 1.091
53 H 5.0110 5.4541 -1.1226  C15 1.089
54 H 4.6573 5.2277 -2.8751  C15 1.084
55 H 6.2956 3.2553 -3.6372  C16 1.090
56 H 6.5164 1.6648 -2.9535  C16 1.089
57 H 7.3646 3.0802 -2.2382  C16 1.086
58 H 4.6610 3.5089 0.7932  C17 1.089
59 H 5.1197 1.7991 0.5692  C17 1.088
60 H 6.2866 3.0742 0.3627  C17 1.092
61 H 0.0573 2.0786 0.7550  C18 1.086
62 H 0.2535 -0.4244 2.0135  O19 0.961
63 H -1.5869 1.1702 -0.6403  N20 1.019
64 H -3.0832 0.3147 1.5918  C21 1.084
65 H -3.3671 1.5619 0.4446  C21 1.090
66 H -3.1972 2.9473 2.1326  C22 1.090
67 H -1.5121 2.9346 1.8272  C22 1.088
68 H -1.1118 2.2471 3.9461  C23 1.089
69 H -1.5528 0.1269 4.7995  C24 1.086
70 H -3.2115 0.1426 4.2390  C24 1.094
71 H -1.9157 -0.2676 3.1376  C24 1.088
72 H -4.0937 2.2576 4.1776  C25 1.096
73 H -3.1168 3.7017 4.2591  C25 1.090
74 H -3.5770 1.5049 6.3007  C26 1.086
75 H -3.5144 3.2181 6.5033  C26 1.093
76 H -1.0136 3.2408 6.3212  C27 1.086
77 H -1.0539 -0.7401 7.1389  C29 1.095
78 H -2.6590 -0.0512 7.2667  C29 1.083
79 H -1.5591 -0.1148 8.6797  C29 1.088
80 H 1.0364 0.7633 7.2118  C30 1.093
81 H 0.4811 1.3650 8.7659  C30 1.089
82 H 0.8237 2.4954 7.4179  C30 1.085
83 H -1.3998 -1.2412 0.9952  C31 1.086
84 H -2.6559 -0.9678 -0.1962  C31 1.086
85 H -1.9348 -3.9206 3.8334  C33 1.089
86 H -0.8402 -2.5906 4.1602  C33 1.089
87 H 1.0952 -4.2310 4.0232  C34 1.088
88 H -0.0343 -4.4905 5.3408  C34 1.090
89 H -0.0887 -5.5329 3.9212  C34 1.085
90 C -4.1880 2.0346 -3.8159  C91 1.522, H97 1.091, H98 1.090, H99 1.094
91 C -3.9412 3.4024 -4.4360  C90 1.522, N92 1.452, H100 1.092, H101 1.101
92 N -3.6663 4.4360 -3.4543  C91 1.452, C93 1.456, C95 1.445
93 C -3.7092 5.7842 -4.0016  N92 1.456, C94 1.532, H102 1.093, H103 1.093
94 C -2.6643 6.1686 -5.0544  C93 1.532, H104 1.089, H105 1.091, H106 1.090
95 C -2.5785 4.1566 -2.5456  N92 1.445, C96 1.532, H107 1.100, H108 1.093
96 C -1.1933 3.8745 -3.1367  C95 1.532, H109 1.091, H110 1.096, H111 1.088
97 H -4.9834 2.0836 -3.0702  C90 1.091
98 H -4.4911 1.3285 -4.5887  C90 1.090
99 H -3.2890 1.6296 -3.3427  C90 1.094
100 H -4.8410 3.6938 -4.9816  C91 1.092
101 H -3.1423 3.3093 -5.1878  C91 1.101
102 H -3.6579 6.4936 -3.1717  C93 1.093
103 H -4.7022 5.9238 -4.4374  C93 1.093
104 H -1.6795 6.3283 -4.6166  C94 1.089
105 H -2.9554 7.1057 -5.5306  C94 1.091
106 H -2.5756 5.4189 -5.8410  C94 1.090
107 H -2.8673 3.2886 -1.9351  C95 1.100
108 H -2.5028 4.9802 -1.8310  C95 1.093
109 H -1.2320 3.2009 -3.9939  C96 1.091
110 H -0.5583 3.3980 -2.3803  C96 1.096
111 H -0.6834 4.7856 -3.4415  C96 1.088
112 C 2.5166 -5.9719 -1.9039  C113 1.520, H119 1.091, H120 1.090, H121 1.093
113 C 3.6251 -5.8866 -2.9400  C112 1.520, N114 1.452, H122 1.092, H123 1.102
114 N 3.1924 -5.2754 -4.1836  C113 1.452, C115 1.454, C117 1.449
115 C 4.1465 -5.4340 -5.2693  N114 1.454, C116 1.533, H124 1.093, H125 1.094
116 C 5.5156 -4.7579 -5.1330  C115 1.533, H126 1.090, H127 1.091, H128 1.090
117 C 2.5847 -3.9660 -4.0599  N114 1.449, C118 1.537, H129 1.095, H130 1.093
118 C 3.4046 -2.8454 -3.4006  C117 1.537, H131 1.091, H132 1.095, H133 1.088
119 H 1.6433 -6.4883 -2.3047  C112 1.091
120 H 2.8611 -6.5233 -1.0292  C112 1.090
121 H 2.2077 -4.9798 -1.5650  C112 1.093
122 H 3.9641 -6.9004 -3.1638  C113 1.092
123 H 4.4871 -5.3666 -2.4920  C113 1.102
124 H 3.6732 -5.0968 -6.1951  C115 1.093
125 H 4.3075 -6.5074 -5.4036  C115 1.094
126 H 5.4572 -3.6799 -5.2805  C116 1.090
127 H 6.1917 -5.1465 -5.8960  C116 1.091
128 H 5.9754 -4.9501 -4.1632  C116 1.090
129 H 1.6523 -4.0793 -3.4963  C117 1.095
130 H 2.2689 -3.6421 -5.0544  C117 1.093
131 H 3.9088 -3.1842 -2.4940  C118 1.091
132 H 2.7398 -2.0230 -3.1170  C118 1.095
133 H 4.1523 -2.4302 -4.0734  C118 1.088

Its HOMO-LUMO gap is 7.470 eV. As for the charge: +1. The lowest unoccupied orbital energy is -0.087 hartree. The calculation puts the HOMO energy at -9.8 eV. As for the electronic energy: -2670.066436 hartree.